Below is an isolated molecule of C7H8, with properties calculated with ωB97M-V/def2-TZVPD.

Summary:
Structure (SMILES) ... C#CC[C@H](C)C#C
Frontier orbital gap ... 10.979 eV
LUMO ... 1.032 eV
Largest force on an atom ... 0.50 eV/A
Energy ... -271.395669 a.u.

Each line ends with the Mulliken charge.
Element x y z (Å)
C: -2.989 0.091 -0.901  0.112
C: -2.009 -0.207 -0.267  -0.410
C: -0.807 -0.490 0.522  -0.915
C: 0.390 0.383 0.069  0.463
C: 1.019 -0.159 -1.220  -1.365
C: 1.384 0.496 1.144  -0.923
C: 2.191 0.610 2.032  0.168
H: -3.865 0.356 -1.450  0.407
H: -0.537 -1.550 0.438  0.318
H: -1.023 -0.301 1.579  0.373
H: 0.002 1.391 -0.127  0.249
H: 1.444 -1.153 -1.047  0.353
H: 0.260 -0.235 -2.006  0.362
H: 1.821 0.499 -1.568  0.368
H: 2.906 0.721 2.817  0.441